Formula: C32H88O12
Source: the OMol25 dataset
Level of theory: ωB97M-V/def2-TZVPD

XYZ file:
```
132
Properties=species:S:1:pos:R:3:mulliken_charge:R:1
C -5.7606 3.9879 -0.2417 -1.275
C -6.9765 4.9049 -0.1700 0.605
C -7.2972 5.4546 -1.5428 -1.321
O -8.1530 4.1699 0.2844 -0.557
H -5.3923 3.6975 0.7422 0.275
H -4.9021 4.4346 -0.7433 0.347
H -5.9520 3.0555 -0.7727 0.332
H -6.7507 5.7854 0.4316 0.267
H -6.4085 5.9301 -1.9577 0.360
H -8.1664 6.1095 -1.4820 0.305
H -7.5795 4.6629 -2.2368 0.328
H -8.5362 4.6804 1.0014 0.335
C 7.1934 -1.1523 -2.7639 -1.117
C 5.7255 -1.0510 -3.1616 0.619
C 5.3088 0.3741 -3.3483 -1.284
O 5.5975 -1.6862 -4.4111 -0.565
H 7.2401 -0.6097 -1.8197 0.245
H 7.8437 -0.7689 -3.5502 0.326
H 7.4881 -2.1849 -2.5768 0.352
H 5.0307 -1.4623 -2.4294 0.168
H 5.9094 0.9744 -4.0317 0.383
H 5.4616 0.9534 -2.4377 0.283
H 4.2704 0.4948 -3.6571 0.265
H 5.7211 -2.6306 -4.2911 0.325
C -8.1939 -1.4445 4.4214 -1.403
C -7.2269 -2.3682 3.6081 0.510
C -6.4398 -1.5257 2.5717 -1.272
O -6.3736 -2.9293 4.5064 -0.517
H -8.8612 -0.7799 3.8726 0.377
H -7.5816 -0.7407 4.9852 0.350
H -8.8384 -1.9234 5.1585 0.327
H -7.8233 -3.0922 3.0530 0.282
H -7.0667 -0.9858 1.8620 0.405
H -5.7684 -2.1838 2.0201 0.283
H -5.8062 -0.7701 3.0362 0.322
H -6.2770 -3.8463 4.2392 0.341
C 1.1412 -0.3584 -0.5010 -1.333
C -0.0171 -0.3465 0.4343 0.653
C -1.2629 0.2957 -0.1898 -1.328
O -0.2789 -1.6517 0.8717 -0.498
H 2.0746 -0.6264 -0.0060 0.338
H 1.2757 0.6801 -0.8037 0.363
H 0.9336 -1.0491 -1.3183 0.316
H 0.2503 0.2440 1.3106 0.184
H -1.0444 1.3091 -0.5264 0.338
H -2.0850 0.3383 0.5246 0.368
H -1.5535 -0.2803 -1.0684 0.327
H -0.9172 -1.6442 1.5888 0.277
C 0.8632 -3.5671 -5.4419 -1.230
C -0.1358 -4.4464 -6.2734 0.619
C -0.1873 -4.0055 -7.7572 -1.272
O 0.1443 -5.8512 -6.2480 -0.546
H 1.8292 -3.5762 -5.9468 0.309
H 1.1057 -3.9284 -4.4426 0.345
H 0.5200 -2.5405 -5.3139 0.300
H -1.0850 -4.3509 -5.7461 0.115
H -0.2903 -2.9255 -7.8626 0.274
H -1.0576 -4.4595 -8.2310 0.394
H 0.6752 -4.3026 -8.3538 0.372
H -0.2237 -6.1955 -7.0651 0.321
C -1.4161 -3.3316 6.8524 -1.169
C -1.7181 -1.9982 6.1533 0.566
C -0.5376 -1.0168 6.0349 -1.232
O -2.2599 -2.0732 4.8379 -0.502
H -2.2989 -3.9708 6.8465 0.339
H -1.0944 -3.1885 7.8840 0.354
H -0.5060 -3.7785 6.4523 0.228
H -2.4654 -1.5244 6.7899 0.220
H -0.8799 -0.1334 5.4958 0.295
H 0.2841 -1.5198 5.5251 0.262
H -0.2029 -0.5926 6.9816 0.383
H -3.0904 -2.5546 4.8225 0.253
C 6.6383 -3.4223 2.0633 -1.177
C 6.6279 -4.2443 3.3382 0.326
C 6.8144 -5.7516 3.1816 -1.181
O 7.7025 -3.7108 4.0793 -0.570
H 5.7687 -3.6601 1.4506 0.355
H 7.5663 -3.6795 1.5526 0.330
H 6.6928 -2.3797 2.3765 0.323
H 5.7371 -4.0020 3.9177 0.298
H 7.2506 -6.1968 4.0759 0.341
H 7.6202 -5.8508 2.4544 0.276
H 5.9177 -6.2869 2.8692 0.322
H 8.4907 -3.7840 3.5362 0.355
C -1.4414 7.6982 2.1284 -1.234
C -2.0966 6.3852 2.5037 0.328
C -1.1329 5.2695 2.2254 -1.194
O -2.4236 6.4577 3.8644 -0.549
H -0.4674 7.8530 2.5926 0.344
H -2.0435 8.5913 2.2954 0.336
H -1.2690 7.6799 1.0523 0.343
H -3.0387 6.2012 1.9873 0.272
H -1.0017 4.9463 1.1928 0.366
H -1.5409 4.3837 2.7122 0.317
H -0.1965 5.5056 2.7309 0.313
H -1.5871 6.6070 4.3111 0.358
C 4.7708 3.6757 1.1690 -1.212
C 5.8970 3.3654 2.1373 0.658
C 7.0279 2.5574 1.4545 -1.363
O 6.4483 4.5467 2.6894 -0.557
H 4.3881 2.7744 0.6901 0.301
H 5.0882 4.3788 0.3989 0.324
H 3.8724 4.0027 1.6924 0.300
H 5.4960 2.7906 2.9721 0.150
H 7.5444 3.2487 0.7887 0.410
H 6.5521 1.7458 0.9041 0.291
H 7.6893 2.0742 2.1736 0.387
H 7.3897 4.4760 2.8637 0.312
C 1.3095 2.5201 -7.6988 -1.224
C 0.0752 1.8774 -6.9144 0.598
C 0.0515 2.2317 -5.4296 -1.112
O -1.0839 2.3361 -7.4890 -0.561
H 2.2339 2.1407 -7.2634 0.340
H 1.2914 3.5899 -7.4904 0.329
H 1.2941 2.3168 -8.7695 0.320
H -0.0356 0.7935 -6.9460 0.114
H -0.0476 3.2987 -5.2301 0.323
H 0.9597 1.8652 -4.9511 0.198
H -0.7594 1.7268 -4.9045 0.339
H -1.7791 1.7958 -7.1064 0.336
C -6.2266 -1.2967 -2.6700 -0.484
O -6.5070 -0.1443 -3.4409 -0.500
H -5.7886 -1.0393 -1.7057 0.190
H -7.1240 -1.9040 -2.5512 0.264
H -5.4335 -1.8872 -3.1287 0.231
H -7.3376 0.2000 -3.1046 0.299
C 1.5514 -5.4121 3.2984 -0.530
O 1.7521 -5.1373 1.9325 -0.505
H 2.2956 -6.1335 3.6359 0.272
H 1.7193 -4.4925 3.8588 0.187
H 0.5120 -5.7101 3.4360 0.280
H 1.1785 -4.3952 1.7278 0.291
```

* SMILES string: CC(C)O.CC(C)O.CC(C)O.CC(C)O.CC(C)O.CC(C)O.CC(C)O.CC(C)O.CC(C)O.CC(C)O.CO.CO
* energy: -59177.183 eV
* charge: 0
* largest force on an atom: 4.0 eV Å⁻¹

Formula: C32H89N7O11
Source: the OMol25 dataset
Level of theory: ωB97M-V/def2-TZVPD

XYZ file:
```
139
Properties=species:S:1:pos:R:3:mulliken_charge:R:1
C -2.8582 1.2823 -5.0238 -0.339
O -3.3071 2.4437 -4.3468 0.054
C -4.6482 2.6859 -4.5512 -0.950
C -5.1956 3.7317 -3.5533 0.661
C -5.0779 3.1420 -2.1195 -1.291
N -6.5863 4.0532 -3.8621 -0.744
H -3.3875 0.4556 -4.5028 0.180
H -1.8078 1.2112 -4.7998 -0.130
H -3.0858 1.2931 -6.0990 0.365
H -4.9444 3.0046 -5.5424 0.302
H -5.2740 1.7556 -4.3401 0.293
H -4.5486 4.5636 -3.6232 0.289
H -5.7712 2.2719 -1.9969 0.374
H -5.4267 3.7761 -1.2910 0.424
H -4.1055 2.8202 -1.8923 0.115
H -7.0455 4.4105 -3.0508 0.245
H -6.6748 4.8618 -4.4668 0.261
C -5.6463 -1.5441 -1.6606 -0.734
O -4.4070 -1.9377 -1.1469 -0.088
C -4.4296 -2.7774 0.0492 -0.962
C -3.1131 -3.5349 0.0643 1.627
C -2.8284 -4.3221 -1.2810 -1.423
N -3.0320 -4.5075 1.2153 -0.724
H -6.2833 -1.0139 -0.9463 0.339
H -6.2650 -2.3887 -1.9642 0.330
H -5.3866 -0.9775 -2.5595 0.075
H -4.5194 -2.0695 0.8480 0.353
H -5.2678 -3.4832 -0.0259 0.395
H -2.3271 -2.7858 0.1473 -0.812
H -2.8346 -3.6523 -2.1719 0.200
H -3.6257 -5.0487 -1.4444 0.476
H -1.8722 -4.7714 -1.0625 0.459
H -3.5799 -4.2660 2.0111 0.265
H -3.5704 -5.3474 0.9572 0.308
C -1.0296 5.2149 -4.1395 -0.581
O 0.2322 4.6135 -4.4582 -0.528
C 0.3369 3.3200 -3.8372 0.494
C 1.6473 2.7016 -4.2537 -0.085
C 1.8230 1.2736 -3.8014 -0.792
N 2.7625 3.5536 -3.7574 -0.625
H -0.9572 6.1636 -4.6532 0.385
H -1.2361 5.3025 -3.0579 0.201
H -1.7922 4.5588 -4.5660 0.169
H 0.3117 3.4049 -2.7441 0.054
H -0.5055 2.7259 -4.1420 -0.298
H 1.7500 2.8372 -5.3369 0.484
H 2.0169 1.2609 -2.6871 -0.258
H 2.6583 0.6822 -4.2022 0.551
H 0.9477 0.6836 -4.0411 0.233
H 2.6556 4.5091 -4.0702 0.223
H 3.6237 3.2499 -4.1433 0.217
C -0.1242 4.2154 1.4642 -0.531
O -0.0482 3.2527 2.5233 -0.027
C -1.2127 3.2842 3.3573 -0.768
C -0.9628 2.4648 4.6381 0.052
C 0.1448 3.1185 5.4853 -1.378
N -0.4833 1.0646 4.5402 -0.660
H 0.0748 5.2447 1.8260 0.330
H -1.1218 4.2323 1.0731 0.449
H 0.6574 3.8980 0.7130 -0.294
H -1.3610 4.3195 3.7410 0.430
H -2.0710 2.9297 2.7987 0.425
H -1.8050 2.4226 5.2794 0.503
H 0.1235 2.7181 6.4886 0.370
H -0.0222 4.2031 5.4753 0.384
H 1.1110 3.0938 5.0040 0.287
H 0.3447 0.9548 3.9112 0.224
H -1.1773 0.5939 3.9110 0.263
C 1.4936 -2.8794 4.5333 -0.337
O 0.6568 -3.6678 5.3389 -0.257
C 1.3292 -4.4790 6.2317 -0.574
C 0.3830 -5.5596 6.7984 0.388
C -0.8444 -4.9052 7.5526 -1.363
N 1.1142 -6.4472 7.7184 -0.696
H 0.8032 -2.3372 3.8344 0.054
H 2.2385 -3.5281 4.0159 0.190
H 2.0389 -2.0801 5.0381 0.276
H 2.1452 -5.0808 5.6984 0.217
H 1.7494 -3.9728 7.1093 0.241
H -0.1221 -6.0801 5.9749 0.248
H -1.4281 -5.8067 7.8233 0.431
H -1.5045 -4.3975 6.8460 0.348
H -0.6934 -4.2315 8.4129 0.291
H 0.4205 -6.7090 8.4007 0.281
H 1.2876 -7.3239 7.2140 0.268
C -2.2476 0.3418 -1.6433 -0.454
O -1.2255 -0.2526 -0.8687 0.660
C -0.4261 0.6308 -0.1183 -0.395
C 0.8721 -0.0281 0.3115 0.805
C 0.6018 -1.2623 1.2837 -1.422
N 1.7641 0.8868 0.9917 0.943
H -1.7563 1.0470 -2.3634 0.084
H -3.0781 0.8135 -1.0317 0.190
H -2.6237 -0.3987 -2.3353 0.191
H -0.1188 1.4984 -0.7512 -0.287
H -0.9684 1.0761 0.7630 0.036
H 1.3160 -0.3655 -0.6164 -0.266
H -0.1201 -0.9917 2.0868 0.210
H 1.5422 -1.5708 1.7160 0.051
H 0.1857 -2.1095 0.7097 0.187
H 2.2433 1.5212 0.3704 -0.482
H 1.3701 1.3279 1.7993 -0.079
C 5.1220 -1.0383 -2.5603 -0.558
O 5.0909 -1.7346 -1.3463 -0.428
C 4.7432 -0.9552 -0.2539 0.064
C 4.7697 -1.8119 0.9964 0.064
C 3.9077 -3.0426 0.8191 -0.938
N 4.1654 -1.0302 2.0915 -0.441
H 5.9883 -0.4087 -2.5269 0.391
H 4.1655 -0.5947 -2.8025 0.016
H 5.3500 -1.8082 -3.3145 0.275
H 5.4799 -0.1752 -0.0422 0.342
H 3.7526 -0.4620 -0.4328 0.107
H 5.7944 -2.1262 1.2690 0.494
H 4.3210 -3.7751 0.0977 0.287
H 2.9326 -2.7257 0.4082 -0.071
H 3.6893 -3.4720 1.7931 0.289
H 3.4475 -0.3936 1.8315 -0.067
H 4.8240 -0.4513 2.5924 0.299
O 5.4466 2.5400 0.4062 -0.566
C 4.4055 3.3456 0.9073 -0.526
C 3.5619 4.0319 -0.1556 -0.512
O 2.7112 3.0876 -0.8244 -0.181
H 5.1195 1.7763 -0.1259 0.280
H 3.7659 2.7529 1.5854 0.166
H 4.8071 4.1618 1.5099 0.442
H 4.2708 4.5437 -0.8028 0.300
H 3.0338 4.7702 0.4323 0.390
H 2.7580 3.3010 -1.7469 0.138
O 2.5695 -4.7154 -3.4336 -0.608
C 2.1654 -3.3070 -3.2997 0.133
C 0.8410 -3.1414 -2.6855 -0.046
O 0.4543 -1.7565 -2.6668 -0.160
H 3.4740 -4.8255 -3.0391 0.346
H 2.9948 -2.8399 -2.7521 -0.307
H 2.2528 -2.8833 -4.2897 0.288
H 0.8988 -3.5334 -1.6377 0.166
H 0.1064 -3.7860 -3.1953 0.277
H -0.1579 -1.5969 -1.9560 -0.227
```

* SMILES string: COC[C@H](C)N.COC[C@H](C)N.COC[C@H](C)N.COC[C@H](C)N.COC[C@H](C)N.COC[C@H](C)N.COC[C@H](C)N.OCCO.OCCO
* energy: -67574.612 eV
* charge: 0
* largest force on an atom: 3.2 eV Å⁻¹

Question: Among the records above, which one has the lowest energy?
Answer: C32H89N7O11